No. 1
The following is a DFT calculation (ωB97M-V/def2-TZVPD) of the molecule C4H3NO2 in a non-equilibrium geometry.

Calculated values
**E**: -359.17085 Eh
**ΔE to the lowest compared entry with this formula, charge and spin**: 8.1500 eV
**Molecular weight**: 97.07 g/mol
**Kohn-Sham gap (alpha / beta)**: 8.13 / 8.13 eV

Last column: Löwdin charge in e.
Element x y z (Å)
1 C 0.5416 0.8257 -0.0178  -0.01
2 O 1.1445 -3.3604 -0.4952  0.05
3 H 0.8297 -0.8177 1.3732  0.15
4 O 0.2722 -2.7513 -2.4541  0.01
5 C -0.0976 0.0117 -0.9629  0.03
6 H 0.0420 1.6563 0.5208  0.12
7 H -1.2361 0.1054 -1.2539  0.19
8 C 0.7293 -1.2110 -0.8533  -0.12
9 N 0.7564 -2.5169 -1.2974  -0.38
10 C 0.8043 -0.4914 0.3415  -0.04

No. 2
The following is a DFT calculation (ωB97M-V/def2-TZVPD) of the molecule C2H4N2O2 in a non-equilibrium geometry.

Calculated values
**E**: -338.62752 Eh
**ΔE to the lowest compared entry with this formula, charge and spin**: 0.6986 eV
**Molecular weight**: 88.07 g/mol
**Kohn-Sham gap**: 10.97 eV
**SMILES**: NC(=O)NC=O

Last column: Löwdin charge in e.
Element x y z (Å)
1 N 0.8766 -0.4109 0.0387  0.12
2 H -1.2747 0.9545 -0.1594  0.06
3 H 1.5852 -1.0795 -0.2093  0.13
4 C -0.3982 -0.9223 0.4793  -0.50
5 C 1.0721 0.8803 -0.5020  -0.28
6 O -0.5449 -2.0978 0.6886  0.08
7 H -2.2683 -0.1556 0.7175  0.05
8 N -1.4165 0.0987 0.3705  0.17
9 O 0.1978 1.6917 -0.6165  0.03
10 H 2.1709 1.0409 -0.8073  0.15

No. 3
The following is a DFT calculation (ωB97M-V/def2-TZVPD) of a structure of composition C16H55AsF6N11O10 in a non-equilibrium geometry.

Calculated values
**E**: -4832.64297 Eh
**ΔE to the lowest compared entry with this formula, charge and spin**: 0.8717 eV
**Net charge**: -1
**Molecular weight**: 750.59 g/mol
**Kohn-Sham gap**: 8.92 eV

Last column: Löwdin charge in e.
Element x y z (Å)
1 H -0.4592 -0.7855 -4.4242  0.08
2 O -3.3217 -1.9007 -5.2426  -0.01
3 N 0.8331 2.8857 0.5436  0.18
4 As 0.3650 -0.8875 -0.1210  0.82
5 O 3.1114 -0.4423 -4.6295  0.00
6 H 0.8886 -7.0153 2.7351  0.07
7 H 3.0445 -3.3131 -0.6967  0.02
8 O 0.2064 -6.1296 -0.2699  -0.19
9 C 0.0974 5.4980 -3.6472  -0.45
10 H 0.4675 -4.9953 1.4516  0.13
11 F 0.1179 -0.8466 -1.8513  -0.24
12 F 0.5372 -0.8096 1.6453  -0.25
13 C 0.7346 2.2586 -2.8439  -0.11
14 H 0.8638 2.6861 3.5947  0.12
15 H -0.0636 3.2966 0.3814  0.09
16 O -0.0279 -2.4835 3.5643  -0.08
17 H 2.0152 -5.0622 -0.5736  0.07
18 H 1.7971 5.2107 3.6017  0.08
19 H -1.0635 -6.0688 3.7485  0.08
20 H 3.5881 -0.0311 -2.1933  0.10
21 N 2.8652 -2.5917 -3.8383  0.15
22 F -0.8685 0.3790 -0.0055  -0.26
23 C 0.8559 5.2666 4.1545  -0.11
24 N -1.2791 -0.9328 -4.9846  0.16
25 H -0.6850 -3.0480 3.1461  0.00
26 H -0.6283 4.7878 -1.7151  0.11
27 N -2.2667 -2.0600 -3.2460  0.16
28 H 0.9734 5.9391 5.0120  0.09
29 H 0.2292 2.1839 5.1949  0.13
30 H -1.1366 1.6707 2.4779  0.05
31 H -3.0784 -1.2183 0.4724  0.06
32 H -1.1092 3.7831 -3.0370  0.13
33 F -0.9070 -2.0806 0.1361  -0.26
34 H 1.0860 -5.5994 -1.9992  0.10
35 C -1.0983 6.2862 -4.1510  -0.07
36 H 4.5398 -3.6543 -0.7423  0.08
37 F 1.6415 0.2337 -0.2770  -0.23
38 C -3.8768 -1.6878 2.3394  -0.69
39 H 0.2799 -1.8891 2.8437  -0.01
40 H -1.6311 6.5870 -3.2424  0.07
41 H -1.7662 5.6445 -4.7296  0.08
42 H 0.9292 -7.8487 1.3895  0.06
43 N -1.7682 1.8111 3.2557  0.05
44 H -3.7233 -3.6342 2.8866  0.09
45 H 1.6274 4.3538 -4.4396  0.07
46 H 1.1751 5.6361 -5.3249  0.07
47 H -1.4718 3.7954 3.2092  0.12
48 C -1.6513 -6.4984 2.9368  -0.06
49 H 0.7729 6.2140 -3.1577  0.13
50 H -3.1030 -2.1415 -2.6972  0.10
51 N 0.3264 -7.6657 2.1895  0.02
52 F 1.5120 -2.2286 -0.1399  -0.24
53 C -2.2010 3.2551 5.1757  -0.07
54 C -0.8246 -6.8813 1.7132  -0.41
55 H 0.0234 1.7334 -2.1984  0.07
56 N -3.5948 -0.8965 1.2672  0.16
57 N 0.8191 4.8747 -4.7553  0.04
58 H -3.2849 3.3080 5.0431  0.07
59 H -1.4312 -1.8411 -2.7262  0.05
60 H -1.3603 -7.5010 0.9941  0.14
61 H -2.1208 2.4808 5.9422  0.09
62 H 2.8810 -2.9823 -4.7631  0.10
63 H 3.5365 1.2093 0.5654  -0.01
64 H 0.4520 2.2171 -3.8991  0.09
65 H -2.3893 -5.7499 2.6278  0.05
66 N 3.4190 -0.9979 -2.4115  0.15
67 C 1.0147 -5.2306 -0.9749  -0.12
68 H 3.1398 -3.0968 -3.0041  0.05
69 H 3.5965 -1.7038 -1.7203  0.04
70 H -1.3261 -0.6905 -5.9564  0.10
71 C 3.1226 -1.2631 -3.7181  -0.69
72 O 0.8964 3.5956 -2.4196  -0.21
73 H 0.4760 5.1711 0.4803  0.08
74 H 3.1549 -0.2443 0.8424  -0.01
75 H 1.6530 1.6755 -2.7564  0.08
76 O 3.7638 -3.5516 -1.3056  -0.06
77 H 0.9335 1.8940 0.5352  0.05
78 H 0.0192 5.6058 3.5419  0.07
79 C -0.2718 4.3784 -2.6652  -0.20
80 H -2.2472 -7.3054 3.3627  0.07
81 H -1.1649 -5.0555 0.7385  0.12
82 O 3.8971 0.3674 0.8783  -0.08
83 O 3.0643 3.4070 0.5817  0.03
84 C -1.3236 3.0118 3.9704  -0.46
85 O 0.6504 4.1232 4.9902  -0.22
86 H -1.8715 4.2186 5.5749  0.08
87 N -3.6484 -3.0082 2.1048  0.15
88 C 0.1459 2.9124 4.3888  -0.16
89 N 1.4676 5.0560 0.4486  0.16
90 C -2.3703 -1.5997 -4.5160  -0.69
91 H 2.1037 5.8214 0.5505  0.10
92 H 0.5020 -4.2675 -1.0757  0.07
93 C -0.2684 -5.6528 0.9818  -0.20
94 H -2.7513 1.9233 3.0667  0.06
95 H -3.6171 -3.3572 1.1678  0.09
96 H -3.8939 0.0484 1.4277  0.10
97 O -4.2452 -1.2053 3.4074  0.01
98 H -0.9143 7.1826 -4.7409  0.07
99 C 1.8916 3.7538 0.5471  -0.65

No. 4
The following is a DFT calculation (ωB97M-V/def2-TZVPD) of a structure of composition C35H26ClMnN6O4S2Si in a non-equilibrium geometry.

Calculated values
**2S+1**: 2
**E**: -4675.83187 Eh
**Net charge**: +1
**Molecular weight**: 777.24 g/mol
**Kohn-Sham gap (alpha / beta)**: 5.62 / 6.31 eV

Last column: Löwdin charge in e.
Element x y z (Å)
1 H 1.9140 -1.2677 -2.7280  0.10
2 N 0.5385 -6.9546 1.6800  -0.21
3 H -4.3623 3.1911 0.6857  0.11
4 C 4.8387 2.3516 3.7129  -0.06
5 C 5.9365 1.6339 3.2502  -0.05
6 C 1.4942 -4.6380 -0.9722  -0.07
7 C 0.3569 2.6073 -2.1265  -0.05
8 C 3.4099 0.9664 2.4415  -0.09
9 H -3.5029 1.7023 -3.3937  0.04
10 C 3.5443 2.0271 3.3114  0.00
11 H -0.2249 3.2946 1.9140  0.14
12 C -1.0692 3.0048 1.3105  -0.01
13 N 2.6025 -0.7010 1.0401  0.09
14 S 1.0948 -8.0463 0.6331  1.05
15 C -5.9099 2.0512 -1.2346  -0.17
16 H -4.5106 0.2774 -3.6454  0.04
17 C -0.3314 -4.3433 2.9254  0.03
18 C -3.3645 2.7818 0.6198  -0.04
19 N 0.2066 -2.1334 1.3534  0.01
20 H 4.9946 3.1753 4.3963  0.11
21 C -1.7525 1.2500 -0.2447  -0.50
22 H -6.3634 2.1253 -0.2449  0.04
23 O 4.6379 -1.6266 0.4098  0.13
24 C 0.6664 -5.7725 1.0992  -0.30
25 N 1.2580 -2.2468 -1.0514  0.05
26 C 2.2512 0.3370 1.7882  -0.40
27 C -0.4361 3.1245 -1.1027  -0.10
28 C 1.1090 -3.4282 -0.4100  -0.12
29 C 0.5118 -3.3646 0.9122  -0.12
30 S -1.3105 -0.3761 -0.5691  0.99
31 C 0.5299 3.3780 -3.2696  0.02
32 H -6.6764 1.6709 -1.9121  0.04
33 C 4.5078 0.2460 1.9764  -0.07
34 H 2.3788 -5.5523 -2.7055  0.13
35 H -2.8738 0.0968 -3.0140  0.01
36 C 2.0668 -4.6238 -2.2471  0.04
37 H 0.1785 1.7669 0.2575  0.11
38 H -5.7515 -1.1774 -1.0931  0.04
39 C -0.8130 5.1156 -2.3439  -0.64
40 O 1.0258 0.6575 1.7576  -0.05
41 O 1.2815 0.6802 -3.1143  0.09
42 C 1.8128 -2.2372 -2.2575  -0.04
43 H -0.5881 -0.9658 2.8366  0.12
44 C 5.7879 0.5634 2.3688  0.01
45 C -1.0256 4.3674 -1.1939  -0.03
46 Cl -1.5411 6.6778 -2.4666  0.72
47 H 1.1324 2.9698 -4.0690  0.13
48 Mn 0.8271 -0.6677 0.1218  0.42
49 H -1.6405 4.7593 -0.4006  0.11
50 C -3.7658 0.7238 -2.9844  -0.17
51 H 0.0994 5.2295 -4.2756  0.12
52 H -2.6385 3.8699 2.3805  0.13
53 C -3.0815 1.7158 -0.2041  -0.25
54 C 2.2238 -3.4161 -2.8836  0.00
55 C -0.3669 -1.9821 2.5396  -0.07
56 H -5.6468 3.0560 -1.5691  0.04
57 H 2.6878 2.5795 3.6730  0.12
58 Si -4.4390 0.8990 -1.2516  0.51
59 H -0.5325 -5.2147 3.5341  0.13
60 C 0.2676 -4.5025 1.6742  -0.07
61 C -0.6573 -3.0737 3.3541  -0.01
62 C 1.0357 1.2651 -2.0849  -0.55
63 H -1.1276 -2.9084 4.3121  0.12
64 C -2.3584 3.2842 1.5154  -0.04
65 H 2.6656 -3.3526 -3.8672  0.12
66 H 6.9264 1.9168 3.5821  0.11
67 H 6.6395 0.0067 2.0028  0.13
68 N 1.5837 -7.0679 -0.5502  -0.20
69 C 4.0068 -0.8251 1.0367  -0.37
70 H -5.2500 -0.6416 0.5096  0.04
71 C -4.9209 -0.7532 -0.5252  -0.17
72 O 1.3914 0.8684 -0.8823  -0.16
73 H -4.0998 -1.4680 -0.5463  0.01
74 N -0.7127 2.2679 0.0893  0.00
75 C -0.0446 4.6317 -3.3873  -0.06
76 C 1.2675 -5.8364 -0.1835  -0.29